# 1
{"formula": "C11H20Cl2N2O2PSeTc", "method": "ωB97M-V/def2-TZVPD", "orbital_gap_ha": [0.238, 0.194], "relative_energy_kj_mol": 0.0, "homo_ev": [-19.3, -19.3], "spin_multiplicity": 4, "total_charge": 3, "species": ["C", "C", "H", "H", "H", "O", "Cl", "Tc", "P", "C", "C", "H", "H", "H", "C", "H", "H", "H", "H", "H", "H", "C", "O", "Cl", "C", "N", "C", "C", "N", "C", "C", "Se", "H", "H", "H", "H", "H", "H", "H", "H"], "xyz": [[-0.59288, -3.40290, -3.45917], [-0.96252, -2.40157, -2.43431], [-1.48895, -3.72900, -4.00746], [-0.13358, -4.26975, -2.97694], [0.12411, -2.97559, -4.17737], [-1.85572, -1.58171, -2.45421], [0.04390, -2.59018, -0.78125], [-0.06981, -0.23527, -0.46777], [-0.30630, 1.44137, -1.90002], [-1.76720, 2.50739, -1.64805], [1.06804, 2.62481, -1.93976], [0.38353, 0.38745, -3.95769], [-0.51822, 1.89680, -4.25664], [-1.38517, 0.39365, -3.79513], [-0.47777, 0.98845, -3.64686], [2.00941, 2.07083, -1.92701], [0.99882, 3.22649, -2.85111], [-1.80506, 3.26945, -2.43420], [-1.71836, 2.99746, -0.66760], [1.03472, 3.27486, -1.06104], [-2.67982, 1.90203, -1.68902], [-1.95934, -0.36163, -0.20706], [-3.11224, -0.48938, -0.04216], [2.33112, -0.17097, -0.36128], [2.82241, 1.09722, 2.91090], [1.78694, 0.14363, 3.25655], [1.93679, -0.86185, 4.19195], [0.74376, -1.49527, 4.29606], [-0.13161, -0.86168, 3.41953], [-1.53014, -1.16980, 3.21841], [0.52215, 0.14067, 2.77844], [-0.23835, 1.32217, 1.53290], [2.47586, 1.71540, 2.07293], [3.73052, 0.55752, 2.62433], [3.04958, 1.73534, 3.77659], [2.87840, -1.03155, 4.67290], [0.44501, -2.33285, 4.88927], [-1.86996, -1.80087, 4.04536], [-2.10471, -0.23525, 3.19316], [-1.67729, -1.69590, 2.26381]]}



# 2
{"formula": "C3H6N", "method": "ωB97M-V/def2-TZVPD", "orbital_gap_ha": 0.406, "relative_energy_kj_mol": 315.3, "homo_ev": -16.0, "total_charge": 1, "species": ["C", "C", "C", "N", "H", "H", "H", "H", "H", "H"], "xyz": [[0.97100, 2.18390, -0.76966], [0.30901, 1.33606, -0.20353], [-0.05949, -1.00738, -0.10073], [-0.46202, 0.31896, 0.39084], [1.53302, 2.77738, -1.44326], [0.79739, -1.28855, 0.35978], [-0.63151, -1.87927, 0.26650], [0.07582, -1.22600, -1.21619], [-1.39729, 0.32321, 0.21896], [-0.32075, 0.55820, 1.64230]]}



# 3
{"formula": "C4H10NO", "method": "ωB97M-V/def2-TZVPD", "orbital_gap_ha": 0.226, "smiles": "CN[C@H](C)C[O-]", "relative_energy_kj_mol": 87.5, "homo_ev": -2.2, "total_charge": -1, "species": ["C", "N", "C", "C", "C", "O", "H", "H", "H", "H", "H", "H", "H", "H", "H", "H"], "xyz": [[-0.52447, 2.22993, 0.86867], [0.42566, 1.20864, 0.49764], [0.01038, 0.03560, -0.36444], [-1.44663, -0.41527, -0.13732], [1.03503, -1.11008, -0.20637], [0.74525, -2.21199, -0.93773], [-1.16890, 1.81196, 1.66526], [-0.07375, 3.12604, 1.35748], [-1.16054, 2.53477, 0.04161], [0.88913, 0.75550, 1.27754], [0.12055, 0.53091, -1.33607], [-2.19970, 0.37984, -0.19243], [-1.46277, -0.73255, 0.92283], [-1.72311, -1.23423, -0.79289], [0.97809, -1.40398, 0.89279], [1.99489, -0.61064, -0.39330]]}



# 4
{"formula": "C43H84O20S6", "method": "ωB97M-V/def2-TZVPD", "orbital_gap_ha": 0.340, "smiles": "C[C@H]1COC(=O)O1.O=S1(=O)CCCC1.O=S1(=O)CCCC1.O=S1(=O)CCCC1.O=S1(=O)CCCC1.O=S1(=O)CCCC1.O=S1(=O)CCCC1.CC(C)=O.CC(C)=O.CC(C)=O.CC(C)=O.CC(C)=O", "homo_ev": -9.3, "species": ["C", "C", "C", "O", "C", "O", "O", "H", "H", "H", "H", "H", "H", "O", "S", "O", "C", "C", "C", "C", "H", "H", "H", "H", "H", "H", "H", "H", "O", "S", "O", "C", "C", "C", "C", "H", "H", "H", "H", "H", "H", "H", "H", "O", "S", "O", "C", "C", "C", "C", "H", "H", "H", "H", "H", "H", "H", "H", "O", "S", "O", "C", "C", "C", "C", "H", "H", "H", "H", "H", "H", "H", "H", "O", "S", "O", "C", "C", "C", "C", "H", "H", "H", "H", "H", "H", "H", "H", "O", "S", "O", "C", "C", "C", "C", "H", "H", "H", "H", "H", "H", "H", "H", "C", "C", "C", "O", "H", "H", "H", "H", "H", "H", "C", "C", "C", "O", "H", "H", "H", "H", "H", "H", "C", "C", "C", "O", "H", "H", "H", "H", "H", "H", "C", "C", "C", "O", "H", "H", "H", "H", "H", "H", "C", "C", "C", "O", "H", "H", "H", "H", "H", "H"], "xyz": [[20.07136, 9.76543, 11.05180], [20.71458, 8.46407, 11.45910], [19.92273, 7.10272, 11.13398], [20.96481, 6.32881, 10.59597], [22.09454, 7.05952, 10.46524], [23.18877, 6.55276, 10.28461], [21.81953, 8.34171, 10.71573], [19.87497, 10.03761, 10.01476], [20.57818, 10.51745, 11.65654], [19.04940, 9.86807, 11.41673], [21.11320, 8.56566, 12.46849], [19.17031, 7.22069, 10.35420], [19.51162, 6.58191, 11.99876], [20.77374, 7.94013, 6.75395], [21.97048, 8.46856, 6.04623], [21.83041, 9.35852, 4.95135], [23.14783, 9.31814, 7.27740], [24.45022, 8.54448, 7.43789], [24.21643, 7.13813, 6.72168], [23.17441, 7.21140, 5.55204], [22.55146, 9.32722, 8.18973], [23.27507, 10.30236, 6.82657], [25.28989, 9.02490, 6.93566], [24.60269, 8.41202, 8.50902], [23.82913, 6.46138, 7.48333], [25.18419, 6.72574, 6.43622], [22.68487, 6.34902, 5.09953], [23.69940, 7.75026, 4.76328], [30.20846, 17.21697, 11.16877], [30.58363, 15.85291, 11.50247], [30.72885, 14.93717, 10.38548], [32.06931, 15.77348, 12.64351], [31.72295, 14.68920, 13.61557], [30.25465, 14.54968, 13.98096], [29.48731, 15.21851, 12.85312], [32.08034, 16.73708, 13.15287], [32.98846, 15.60728, 12.08171], [32.13324, 13.72460, 13.31673], [32.22766, 14.86241, 14.56603], [29.91503, 15.10055, 14.85807], [30.00608, 13.49315, 14.08128], [29.04454, 16.14278, 13.22435], [28.69252, 14.69177, 12.32496], [22.44339, 11.95635, 11.02688], [23.84538, 11.96765, 10.64486], [24.29872, 12.01302, 9.26211], [24.90705, 13.30131, 11.38436], [26.18161, 12.66956, 11.78583], [25.84468, 11.40124, 12.51377], [24.86432, 10.64766, 11.56749], [24.35876, 13.60482, 12.27619], [25.03849, 14.15803, 10.72341], [26.75583, 12.42899, 10.89112], [26.67126, 13.41365, 12.41405], [25.39584, 11.52639, 13.49915], [26.76141, 10.81737, 12.43126], [24.15008, 10.07257, 12.15676], [25.45296, 10.04734, 10.87379], [29.56631, 5.73604, 10.18310], [29.83127, 6.48939, 8.98484], [30.99642, 6.19865, 8.15472], [28.29026, 6.65227, 7.83702], [27.32950, 7.48699, 8.70629], [28.03665, 8.54270, 9.54825], [29.60803, 8.25012, 9.50911], [27.89427, 5.66570, 7.59626], [28.59287, 7.17912, 6.93205], [26.76717, 7.88906, 7.86355], [26.65795, 6.92481, 9.35521], [27.68292, 8.62260, 10.57616], [27.89184, 9.54736, 9.15105], [30.15793, 8.49979, 10.41651], [29.89412, 8.86816, 8.65806], [27.33895, 14.46561, 18.13111], [27.10039, 13.11898, 18.46507], [26.62395, 12.86601, 19.77016], [25.84481, 12.33074, 17.25775], [26.56210, 11.11138, 16.78972], [28.09206, 11.38512, 16.73383], [28.50631, 12.07703, 18.03968], [25.63961, 13.04267, 16.45829], [24.85039, 12.24425, 17.69565], [26.53850, 10.30666, 17.52453], [26.13819, 10.73659, 15.85809], [28.25605, 11.96552, 15.82589], [28.56156, 10.41070, 16.59906], [29.53226, 12.42885, 18.14794], [28.44670, 11.31982, 18.82147], [27.01789, 16.27776, 10.32849], [26.98939, 17.64522, 9.83244], [26.92094, 18.82640, 10.67554], [28.39335, 17.72470, 8.61271], [27.99973, 16.87269, 7.42333], [26.46865, 16.74448, 7.34023], [25.80690, 17.69550, 8.43971], [29.29241, 17.41988, 9.14831], [28.46919, 18.74024, 8.22410], [28.39460, 17.28078, 6.49293], [28.53446, 15.94139, 7.61006], [26.38567, 15.69957, 7.63920], [26.07550, 16.74400, 6.32361], [24.91298, 17.23796, 8.86361], [25.69259, 18.73392, 8.12874], [29.48635, 8.43298, 15.11153], [30.01383, 9.50842, 14.17544], [31.38755, 10.16296, 14.36103], [29.29101, 9.80456, 13.27095], [29.55114, 7.43883, 14.66929], [28.43283, 8.66620, 15.26580], [30.13429, 8.65030, 15.96068], [31.90453, 10.27151, 13.40758], [32.06641, 9.54145, 14.94499], [31.30193, 11.18822, 14.72103], [26.67949, 6.69063, 12.57329], [25.97210, 6.72521, 13.94819], [26.63159, 5.90492, 14.96096], [24.83094, 7.12192, 14.05536], [26.50739, 7.58840, 11.97958], [26.33993, 5.74616, 12.14814], [27.74486, 6.61362, 12.79048], [25.81241, 5.70648, 15.65211], [27.47978, 6.37754, 15.45623], [26.95273, 4.94096, 14.56632], [19.17232, 14.04092, 11.69242], [19.14172, 13.97777, 13.20034], [18.68838, 12.65054, 13.84338], [19.42512, 14.92357, 13.91941], [19.01962, 15.06662, 11.35670], [18.40368, 13.34974, 11.34661], [20.12485, 13.62428, 11.36503], [18.61944, 12.76162, 14.92552], [19.40232, 11.93297, 13.43904], [17.75209, 12.29204, 13.41569], [22.20667, 14.48980, 7.54877], [21.88912, 15.05133, 8.89190], [20.41488, 15.49653, 9.01697], [22.75998, 15.22814, 9.80420], [22.53071, 15.15137, 6.74539], [21.37394, 13.92204, 7.13368], [23.14833, 13.95969, 7.69150], [19.72569, 14.66887, 9.18457], [20.04708, 15.86855, 8.06071], [20.28757, 16.21856, 9.82354], [25.22193, 15.67637, 15.17230], [26.09163, 16.89457, 15.20709], [26.49515, 17.55330, 13.92286], [26.39699, 17.32375, 16.30627], [24.94303, 15.41613, 16.19338], [25.86097, 14.80939, 15.00479], [24.45723, 15.71493, 14.39650], [25.71309, 18.25792, 13.64000], [26.66496, 16.88387, 13.07958], [27.40359, 18.09399, 14.18832]]}